{
  "formula": "C46H82F4N5O5",
  "method": "wB97M-V/def2-TZVPD",
  "charge": 1,
  "homo_energy_ha": [-0.375, -0.396],
  "spin_multiplicity": 3,
  "energy_ha": -2850.8922,
  "homo_lumo_gap_ev": [7.53, 8.10],
  "species": ["H", "C", "H", "H", "H", "N", "H", "N", "H", "H", "C", "C", "O", "H", "C", "H", "C", "H", "H", "C", "C", "H", "H", "H", "C", "O", "H", "H", "H", "H", "C", "C", "C", "C", "H", "C", "C", "H", "C", "C", "C", "C", "H", "H", "C", "H", "H", "H", "H", "H", "H", "H", "C", "C", "C", "O", "H", "C", "C", "H", "H", "C", "C", "H", "H", "C", "H", "H", "H", "H", "H", "C", "H", "C", "C", "F", "H", "C", "H", "H", "H", "H", "H", "H", "H", "C", "O", "H", "H", "N", "C", "C", "C", "C", "H", "H", "C", "H", "H", "H", "N", "H", "H", "H", "H", "H", "H", "O", "H", "C", "C", "C", "H", "H", "C", "H", "H", "H", "H", "H", "H", "H", "H", "F", "H", "H", "C", "C", "H", "F", "H", "H", "H", "C", "H", "C", "H", "F", "H", "C", "H", "N"],
  "positions_angstrom": [[-2.134, 2.568, 7.309], [-6.471, 4.690, 7.084], [-3.380, 4.370, -1.429], [-4.274, -1.809, 2.182], [-6.487, -3.446, -1.744], [-0.608, 0.007, -1.213], [9.822, -2.029, -5.596], [2.465, -3.426, -5.543], [9.319, 1.873, -4.365], [-2.158, 1.517, 0.147], [2.016, -3.872, -6.869], [8.447, 2.007, -5.012], [-2.448, -1.859, -3.164], [-3.225, 4.863, 6.770], [-7.316, 2.453, 7.448], [-6.762, 4.427, 6.064], [8.318, -1.092, -7.322], [-5.620, 4.497, 11.212], [-0.427, 0.322, 0.819], [8.030, -0.079, -2.744], [-2.713, -0.536, -2.648], [-4.784, -0.529, 0.927], [-2.180, 0.034, 3.607], [5.518, -1.060, -2.959], [-3.716, 3.550, 8.453], [-4.822, 1.620, 7.954], [10.593, -0.454, -5.753], [1.608, 0.398, 0.563], [5.561, 0.584, -2.323], [-2.391, 5.275, 8.262], [-4.043, -0.815, 1.725], [8.560, 1.117, -6.243], [-6.498, 3.688, 9.425], [1.501, -0.805, 2.835], [-5.313, 0.089, 3.273], [-2.737, 1.086, -0.710], [-3.343, 4.925, 7.855], [4.319, -2.813, -4.727], [1.481, -2.438, -5.050], [-2.814, 2.222, -1.800], [0.753, -1.692, -2.626], [-5.499, -3.567, -1.249], [-3.269, 4.315, 10.433], [9.515, 1.310, -6.739], [-2.074, -0.285, -1.244], [6.306, 1.997, -4.896], [-5.617, 5.352, 6.982], [-4.261, 1.275, 2.427], [-6.642, 2.734, 9.944], [7.099, 2.322, -3.370], [3.689, -1.759, -6.044], [-5.039, -1.436, -1.309], [-0.956, -1.854, 0.239], [-3.154, -2.134, -4.298], [8.413, -0.389, -5.952], [1.724, -3.097, -7.739], [-0.018, -2.402, -3.004], [-5.393, 4.449, 10.144], [-4.059, 3.743, 9.938], [2.691, -0.546, 4.654], [9.790, -0.911, -4.270], [-5.102, -4.911, -0.839], [1.962, -5.428, -7.102], [-7.440, 4.232, 9.536], [2.737, -2.427, -3.283], [5.654, -0.010, -3.234], [3.706, -1.101, 3.262], [-2.732, 3.556, 0.023], [-3.821, -0.371, -2.594], [-2.324, 0.185, -3.419], [4.414, -3.429, -6.445], [-4.270, 0.249, 2.882], [8.079, -1.151, -2.533], [-3.832, -5.016, -0.163], [-0.128, -0.528, 0.141], [-4.471, -2.406, -4.075], [2.359, -0.721, -3.867], [-2.409, 2.742, 8.353], [7.524, -0.683, -7.948], [-2.471, 1.778, 8.860], [-4.092, 2.771, 10.445], [-3.798, 0.874, -0.411], [2.147, -5.941, -6.126], [4.829, 0.288, -3.883], [-3.484, -6.021, 0.170], [-6.217, 3.420, 7.934], [-2.689, -0.671, 1.264], [-7.375, 1.549, 8.056], [1.188, 0.388, -2.245], [-4.832, 2.916, 7.679], [-3.363, -2.512, -0.315], [0.261, -0.226, -2.415], [-2.457, -1.285, -0.023], [9.717, -0.969, -5.351], [1.179, -2.164, -1.702], [9.035, 0.287, -2.936], [-2.988, -3.857, 0.106], [-0.469, 1.018, -1.063], [2.593, -2.292, 4.060], [-3.470, -0.886, 4.573], [1.329, -0.547, 0.295], [-0.991, -2.081, 1.333], [1.303, -1.594, -5.776], [-2.051, -4.084, 0.656], [-5.776, -5.773, -1.027], [0.509, -1.175, 3.183], [-7.281, 5.287, 7.510], [6.162, -0.695, -5.784], [-0.167, 0.145, -3.375], [1.784, -1.438, 1.389], [-4.665, -2.435, -0.986], [1.946, -1.743, -3.695], [-5.353, 5.484, 9.791], [8.451, 3.055, -5.320], [2.708, -1.220, 3.762], [7.786, 1.428, -6.954], [2.729, -5.687, -7.873], [-4.056, 5.712, 8.086], [-1.571, 3.991, -1.274], [2.906, -1.476, 1.310], [0.941, -5.662, -7.492], [-2.022, 2.124, -2.594], [1.437, -2.493, 1.301], [-3.040, -1.197, -5.275], [9.253, -0.968, -7.873], [8.142, -2.164, -7.207], [3.819, -2.823, -5.725], [-2.617, 3.623, -1.090], [7.716, 0.417, -1.822], [-2.621, -3.290, -4.807], [1.556, 0.307, 2.714], [-8.293, 2.937, 7.503], [0.506, -2.975, -4.947], [-3.215, 0.065, 4.035], [-7.152, 2.154, 6.409], [7.154, 1.699, -4.268], [-1.587, 3.285, 8.824], [-4.084, 2.249, -2.410], [-0.618, -2.689, -0.410], [7.031, 0.216, -3.887], [-3.312, 0.943, 4.720], [7.262, -0.702, -5.047]],
  "forces_ev_per_a": [[-0.067, -0.022, 0.038], [0.207, 0.346, -0.043], [0.873, -0.697, -0.027], [0.437, 0.494, -0.866], [0.973, 0.100, 0.387], [1.058, 0.967, -0.552], [-0.124, 0.062, -0.050], [-0.323, 0.227, -0.586], [-0.050, -0.022, 0.036], [-0.610, -0.819, -0.589], [0.119, -1.166, -0.244], [0.029, -0.048, -0.042], [-0.598, 0.647, -0.323], [-0.082, -0.018, 0.055], [0.503, -0.624, 0.059], [0.024, -0.118, 0.083], [-0.819, -0.063, 0.071], [0.001, 0.030, -0.047], [-0.865, -1.431, -0.295], [0.252, -0.072, 0.037], [0.062, 0.400, -0.294], [0.711, -0.710, 0.565], [-0.881, -0.048, 0.509], [0.015, 0.029, -0.072], [1.542, 1.517, -0.153], [0.215, 0.837, -0.994], [-0.122, -0.026, -0.087], [0.110, -0.339, -0.116], [0.294, 0.007, -0.076], [-0.045, -0.223, 0.047], [-1.303, 1.828, 1.554], [-0.371, 0.393, 0.219], [0.379, -0.087, 0.411], [1.374, -0.950, -1.174], [0.970, 0.129, -0.314], [-0.323, 0.294, -1.636], [-0.142, 0.223, -0.099], [-0.148, -0.050, -0.925], [-0.007, 1.280, 0.182], [0.281, 1.348, 1.160], [0.900, -0.769, -0.344], [0.984, -0.900, 0.849], [0.114, -0.059, -0.248], [-0.033, -0.285, 0.000], [-3.575, 1.892, 1.216], [0.020, -0.184, -0.021], [0.048, -0.028, 0.135], [0.207, -0.784, 0.485], [0.086, -0.063, -0.173], [-0.067, -0.250, 0.101], [0.504, -0.811, -0.172], [0.249, -0.908, 0.295], [-0.534, 1.686, 1.691], [0.391, -2.162, -0.932], [2.118, -0.697, -0.429], [-0.090, -0.136, 0.277], [0.195, 0.867, 0.437], [-0.043, -0.012, -0.051], [-0.411, -0.119, 0.192], [0.138, -0.865, -0.493], [-0.065, 0.121, 0.006], [1.316, 2.389, 0.397], [0.003, 0.968, 0.577], [0.006, -0.085, -0.272], [-0.600, 0.944, -0.193], [-0.331, -0.267, -0.571], [-1.021, -0.004, 0.293], [-0.014, -0.102, -0.923], [1.059, -0.104, 0.208], [-0.321, -0.486, 0.938], [-0.375, 0.605, 0.529], [0.270, -0.604, -0.502], [0.026, 0.052, -0.088], [-0.569, 1.026, -0.408], [0.587, -0.202, 0.717], [1.228, 0.940, -0.166], [-0.112, -0.860, 0.034], [-0.320, -0.625, -0.108], [-0.032, -0.042, 0.142], [-0.160, 0.005, -0.145], [-0.021, -0.027, -0.180], [1.065, 0.311, -0.040], [-0.106, 0.286, -1.037], [0.119, -0.139, -0.136], [-0.242, 1.000, -0.247], [-1.520, 1.314, -0.916], [-1.252, -0.295, -1.511], [0.139, 0.043, -0.057], [-0.942, -0.537, 0.045], [-0.425, -2.432, 2.424], [-1.772, -2.123, -0.634], [1.909, -1.285, -0.782], [3.411, -2.792, -0.149], [0.166, 0.031, 0.366], [-0.592, 0.896, -0.579], [0.015, -0.079, -0.085], [-1.331, -0.003, -0.749], [-0.656, -0.321, -0.395], [0.222, 0.946, -0.035], [0.511, 0.897, -0.323], [-0.934, -0.822, -0.590], [0.282, -0.518, -1.037], [0.215, -0.868, 0.248], [-0.762, 0.421, -0.504], [0.755, 0.689, 0.185], [0.732, 0.649, 0.140], [-0.005, -0.149, 0.002], [0.681, -0.760, 0.788], [-0.236, -0.122, 1.034], [1.146, 0.732, 1.033], [0.712, -0.456, 0.459], [-0.746, -1.255, 0.080], [0.051, -0.022, -0.018], [0.030, -0.038, 0.026], [-0.779, 0.130, 0.296], [-0.072, -0.179, 0.057], [-0.661, 0.088, 0.647], [-0.079, -0.042, -0.070], [-1.045, -0.141, 0.059], [-1.062, -0.053, -0.158], [0.918, 0.102, 0.247], [-0.934, -0.019, 0.499], [-0.041, 0.908, -0.151], [-0.350, -0.431, 1.170], [0.068, 0.085, 0.275], [-0.023, 0.081, 0.051], [-0.268, 0.400, 0.723], [0.160, -0.109, 0.165], [-0.157, 0.004, -0.161], [-0.473, 1.278, 0.607], [-0.476, -0.829, 0.171], [0.188, 0.222, 0.036], [0.706, 0.412, 0.187], [-0.760, 0.416, -0.507], [0.061, 0.022, 0.073], [0.093, 0.156, -0.421], [-0.229, 0.184, -0.027], [0.885, -0.584, 0.172], [-0.143, 0.823, 0.370], [0.428, 0.208, 2.097], [0.230, -0.919, -0.310], [-2.126, 1.902, -2.019]]
}